1.
{
  "formula": "C3FeO3",
  "method": "the ωB97M-V functional and the def2-TZVPD basis",
  "total_energy_ha": -1603.23599,
  "total_charge": 1,
  "s2": 8.76,
  "relative_energy_kcal_mol": 0.00,
  "homo_lumo_gap_ev": [6.5, 6.1],
  "spin_multiplicity": 6,
  "species": ["C", "C", "O", "O", "O", "C", "Fe"],
  "positions_angstrom": [[0.668, 0.322, 0.699], [1.964, -0.054, 0.968], [2.948, -0.347, 1.570], [-2.498, -0.855, -0.865], [1.665, 0.546, -0.320], [-3.212, -1.591, -1.353], [-1.245, 0.415, 0.164]],
  "forces_ev_per_a": [[-0.757, 0.164, -0.936], [2.055, 0.188, 1.520], [-1.948, 0.200, -1.332], [0.071, 0.230, 0.124], [-0.164, -0.232, 0.410], [-0.502, -0.561, -0.391], [1.245, 0.011, 0.605]],
  "lowdin_spin": [0.5709, 0.0897, 0.0390, 0.0461, 0.3825, 0.0146, 3.8573]
}

2.
{
  "formula": "C9H11NO3S",
  "method": "the ωB97M-V functional and the def2-TZVPD basis",
  "total_energy_ha": -1028.01376,
  "relative_energy_kcal_mol": 143.39,
  "homo_lumo_gap_ev": 9.7,
  "species": ["C", "N", "O", "O", "C", "O", "S", "C", "C", "C", "C", "C", "C", "C", "H", "H", "H", "H", "H", "H", "H", "H", "H", "H", "H"],
  "positions_angstrom": [[-5.116, -0.627, -1.283], [-4.186, 0.055, -0.220], [-4.078, -0.801, 0.929], [-2.706, 0.284, -0.531], [-1.666, 0.815, 0.355], [-1.661, 0.799, 1.549], [-0.365, 1.232, -0.663], [0.966, 1.477, 0.600], [2.123, 0.573, 0.323], [2.024, -0.770, 0.618], [3.141, -1.597, 0.355], [4.172, -1.093, -0.361], [4.320, 0.309, -0.590], [3.267, 1.138, -0.234], [-4.706, -0.581, -2.201], [-5.420, -1.723, -1.197], [-6.106, -0.133, -1.184], [-3.539, -0.465, 1.646], [0.711, 1.398, 1.669], [1.186, 2.459, 0.618], [1.202, -1.078, 1.059], [3.070, -2.693, 0.630], [5.050, -1.812, -0.552], [5.163, 0.582, -1.114], [3.154, 2.251, -0.221]],
  "forces_ev_per_a": [[-0.830, -1.241, 3.814], [0.945, 0.451, 2.980], [-1.804, -1.581, -1.619], [0.657, 0.023, -1.327], [-2.987, -1.770, -0.105], [-0.750, 0.080, 0.026], [0.980, 0.400, -0.123], [-0.967, -2.709, 0.938], [-0.146, 0.128, -0.154], [4.697, 1.264, -1.872], [-2.579, -1.374, 0.515], [3.086, 0.073, 0.022], [-2.109, -1.832, 0.592], [-0.292, 0.676, 0.430], [1.452, 0.894, -3.124], [1.219, 1.074, 0.818], [1.054, 0.316, -0.130], [0.315, 1.346, -0.294], [-1.017, -0.779, -0.587], [1.194, 3.454, -0.843], [-3.819, -1.835, 2.061], [0.271, 1.446, -0.389], [-1.380, 1.419, -0.063], [1.716, 1.071, -0.816], [1.094, -0.992, -0.751]],
  "lowdin_charge": [-0.0003, -0.0947, -0.0556, -0.1462, -0.7744, 0.0417, 1.0786, -0.3686, -0.3218, -0.0262, -0.0871, -0.1059, -0.0551, -0.0398, 0.0250, 0.1026, 0.0894, 0.0715, 0.1154, 0.0299, 0.0667, 0.1263, 0.1292, 0.0715, 0.1280]
}